Entry 1:
Computed, not measured: 7 unconnected molecules or ions with the total composition C33H69FN4O20PS2, with ωB97M-V/def2-TZVPD.

XYZ file:
```
130
Properties=species:S:1:pos:R:3
S 3.108 -3.250 -2.766
S 0.005 -0.158 1.277
P 1.304 -3.470 -2.169
F -1.122 -4.502 4.313
O 5.398 2.693 5.444
O 0.371 3.372 -7.902
O -2.374 1.955 -5.496
O 2.793 -5.183 -7.651
O 1.607 -3.361 -7.038
O -4.412 2.874 -5.822
O 0.650 7.156 10.453
O 5.385 -6.116 0.300
O 1.294 5.407 -7.568
O -6.382 3.061 3.764
O -2.752 3.930 -4.708
O 3.176 2.913 5.099
O 4.393 4.418 6.262
O 0.634 -4.872 -8.241
O 2.146 5.669 9.975
O 2.373 6.856 11.883
O -0.818 5.290 -8.004
O -5.818 2.284 1.717
O -4.585 1.740 3.410
O 3.673 -7.376 -0.401
N -0.904 -0.780 -3.169
N 1.029 -2.877 -0.557
N -0.628 -3.603 0.862
N -1.086 -1.737 -0.554
C 0.292 4.572 -7.832
C -1.463 -0.640 0.337
C -3.616 5.065 -4.547
C -0.264 -2.750 -0.042
C -2.804 0.809 -6.237
C 1.720 -6.611 0.779
C -2.224 -1.143 -2.678
C 2.775 -2.873 -6.366
C -3.294 2.918 -5.381
C 2.523 -6.548 -0.511
C -1.999 -2.878 2.835
C -5.670 2.428 3.033
C 1.780 6.589 10.873
C 1.779 -4.535 -7.648
C -2.276 -3.789 4.009
C -1.974 4.509 -8.318
C 5.370 1.470 4.704
C -2.108 -2.144 -1.534
C 4.879 -6.713 -0.595
C 0.179 1.779 3.221
C 0.143 8.172 11.329
C 2.562 4.769 -7.374
C -4.304 1.809 4.814
C 4.222 3.305 5.558
C 0.364 -5.906 0.624
C 3.201 5.186 6.471
C 5.425 -6.828 -1.989
C -1.967 -3.611 1.480
C 0.326 -4.599 1.414
C 3.360 4.983 10.300
C -6.955 2.979 1.177
C -0.798 0.784 2.604
C 0.687 -6.111 -8.962
H -3.655 0.336 -5.749
H 1.920 -6.893 -1.359
H 0.316 -2.839 -2.940
H 1.453 -1.944 -0.581
H 5.043 -5.986 -2.572
H -1.162 0.090 3.363
H 3.521 4.280 9.487
H -3.410 1.207 4.951
H -1.649 1.300 2.157
H 1.305 -4.127 1.436
H 3.507 6.047 7.056
H 5.107 -7.753 -2.464
H -2.565 -3.226 4.895
H -3.897 5.467 -5.518
H -2.297 -0.897 0.998
H -0.305 -6.243 -9.382
H -2.796 5.212 -8.406
H 2.476 -1.932 -5.914
H -5.123 1.400 5.402
H 0.009 -4.772 2.440
H -0.448 -6.560 0.944
H 0.820 -4.777 -2.038
H 6.393 1.107 4.706
H -6.867 4.048 1.359
H -3.073 1.066 -7.260
H 5.033 1.648 3.684
H -2.169 3.796 -7.521
H 2.782 5.508 5.520
H -3.085 -2.255 -1.050
H -2.844 -0.287 -2.380
H -4.116 2.835 5.124
H -1.951 0.136 -6.249
H -3.035 5.792 -3.989
H -2.685 -3.212 0.771
H 0.930 -6.932 -8.291
H -2.760 -1.650 -3.483
H -4.513 4.786 -3.998
H -1.837 3.974 -9.256
H -2.211 -4.665 1.625
H 2.308 -6.131 1.565
H -6.943 2.770 0.113
H 2.855 4.224 -8.269
H 3.090 -3.570 -5.594
H 3.587 -2.710 -7.073
H 6.509 -6.760 -1.963
H -0.376 2.561 3.739
H -0.076 7.754 12.309
H -0.342 -0.392 -2.418
H -1.776 0.195 -0.291
H -1.827 -3.120 -1.937
H 1.432 -6.059 -9.753
H -1.032 -2.395 3.002
H 4.711 0.749 5.184
H 3.270 4.451 11.245
H 3.262 5.574 -7.173
H -7.874 2.611 1.629
H 4.193 5.681 10.360
H 1.604 -7.654 1.068
H -0.766 8.533 10.857
H 2.518 4.083 -6.531
H 2.463 4.605 7.020
H 0.865 8.979 11.435
H -0.973 -0.064 -3.883
H 2.836 -5.515 -0.707
H -2.760 -2.097 2.820
H 0.804 2.258 2.468
H 0.177 -5.687 -0.431
H -3.049 -4.529 3.789
H 0.834 1.303 3.950
```

Total charge   +1
Highest occupied orbital energy   -11.87 eV
Molar mass   956.029 g/mol
2S+1   1

Entry 2:
Computed, not measured: 7 unconnected molecules or ions with the total composition C33H69N4O15P2S at a distorted geometry, with ωB97M-V/def2-TZVPD.

XYZ file:
```
124
Properties=species:S:1:pos:R:3
S 6.108 0.227 -1.691
P 2.635 -2.317 4.655
P 7.002 -0.258 -0.097
O 1.821 0.670 9.901
O -2.372 -4.404 -3.720
O 2.160 -1.371 5.872
O -3.814 -1.027 -10.550
O 1.537 2.781 9.385
O -1.657 4.697 3.383
O -2.485 2.901 -0.921
O 0.096 0.148 -1.663
O 0.470 -1.902 -1.002
O -0.913 -3.759 -5.217
O -2.341 -2.595 -10.142
O -2.938 3.264 4.440
O -3.670 1.171 -0.297
O 3.291 1.668 -1.048
O 3.804 -3.241 5.242
N 1.484 -3.122 4.043
N 6.081 -1.167 1.113
N 4.298 0.373 1.353
N 4.337 -1.739 2.493
C 2.306 -0.384 2.734
C 1.026 1.717 9.596
C -1.975 5.070 0.021
C -1.975 -4.498 -4.853
C 1.315 -0.611 10.294
C 2.814 0.169 1.398
C -3.443 1.938 4.638
C -0.319 -4.126 -1.636
C -0.262 -3.906 -6.489
C 0.977 -1.448 9.079
C -2.351 4.298 -1.223
C -0.464 1.507 9.443
C -4.164 0.342 -10.790
C 1.937 1.331 0.908
C 1.386 3.101 -0.671
C 4.870 1.389 2.191
C -1.412 -0.542 -10.884
C 2.557 2.341 -0.044
C -2.542 -1.458 -10.474
C -1.931 3.548 3.594
C 0.009 -3.174 -0.509
C 4.159 2.221 3.005
C 3.409 -1.122 3.479
C -0.956 -3.124 -7.582
C -0.378 -0.929 -1.400
C -2.627 1.165 5.652
C -3.613 2.366 -0.422
C -4.732 3.264 0.050
C -1.121 2.419 2.989
C 4.913 -0.844 1.650
C -2.689 -5.348 -5.875
C -1.840 -1.225 -1.575
C -4.162 0.681 -12.265
H -1.063 4.659 0.451
H 0.744 -3.521 -6.329
H -2.594 1.709 6.597
H -0.689 1.360 8.387
H -2.029 -1.453 -2.624
H -4.490 1.710 -12.417
H -3.057 -6.239 -5.373
H -0.827 2.717 1.984
H -1.150 -0.756 -11.919
H -3.523 1.008 -10.211
H -4.632 3.412 1.125
H -2.750 4.997 0.783
H -0.862 0.671 10.012
H -1.018 -2.070 -7.307
H -2.204 -2.046 -0.964
H 1.710 3.840 -1.402
H 2.122 -1.076 10.855
H -5.170 0.444 -10.387
H 2.502 -0.472 5.773
H -2.397 -0.335 -1.288
H 0.188 -0.987 8.482
H -0.556 -0.761 -10.251
H 4.654 -2.780 5.275
H -1.634 0.517 -10.784
H -3.071 0.184 5.827
H -0.226 2.276 3.596
H 3.604 1.811 3.842
H 3.167 2.153 -1.871
H -4.767 4.234 -0.439
H -1.554 4.355 -1.962
H -1.811 6.125 -0.197
H 1.877 0.404 3.352
H -4.836 0.015 -12.803
H 1.077 0.867 0.423
H 0.650 -2.446 9.367
H 2.641 -0.642 0.687
H -1.971 -3.475 -7.752
H 0.764 3.540 0.110
H 1.565 1.860 1.790
H 3.162 3.075 0.499
H 6.485 -2.048 1.409
H -2.067 -5.669 -6.706
H -0.157 -4.962 -6.742
H -0.614 -5.098 -1.239
H -5.674 2.758 -0.150
H 1.502 -1.081 2.490
H -1.598 1.023 5.318
H 8.013 -1.209 -0.277
H -3.250 4.684 -1.704
H 7.581 0.770 0.655
H 0.835 -3.553 0.093
H -3.537 -4.784 -6.262
H 4.110 3.286 2.810
H 0.776 2.324 -1.133
H 5.090 -2.206 2.990
H -1.654 1.474 2.907
H 3.988 -0.390 4.060
H -3.527 1.412 3.685
H 1.856 -1.534 8.443
H -0.834 -3.037 0.170
H 0.475 -0.508 10.981
H 0.552 -4.258 -2.279
H -3.171 0.568 -12.705
H -0.965 2.409 9.787
H 0.618 -2.932 4.534
H 5.959 1.433 2.141
H -4.456 2.080 5.009
H -1.126 -3.754 -2.261
H -0.411 -3.211 -8.520
```

Total charge   +1
Highest occupied orbital energy   -11.42 eV
Molar mass   855.943 g/mol
2S+1   1

Entry 3:
Computed, not measured: 10 unconnected molecules or ions with the total composition C33H69N5O17S2 at a distorted geometry, with ωB97M-V/def2-TZVPD.

XYZ file:
```
126
Properties=species:S:1:pos:R:3
S 14.927 8.512 11.308
S 18.324 13.050 18.684
O 14.424 12.857 16.366
O 12.157 16.631 12.575
O 14.774 9.946 11.279
O 13.622 7.777 11.770
O 21.785 8.660 13.955
O 15.423 7.865 10.060
O 17.244 14.345 11.671
O 21.241 15.290 15.474
O 18.800 14.405 18.607
O 17.615 12.679 19.848
O 19.688 12.154 18.542
O 19.155 9.667 9.917
O 16.643 10.226 14.409
O 12.727 14.187 15.640
O 20.285 13.273 15.411
O 10.430 16.615 11.199
O 10.371 10.630 15.055
N 16.167 12.112 13.228
N 20.655 8.159 12.107
N 10.022 10.959 12.783
N 17.850 10.767 8.453
N 17.437 15.203 13.685
C 12.499 8.529 12.364
C 22.856 15.020 17.203
C 17.843 16.690 11.791
C 14.721 11.987 13.229
C 11.346 14.383 16.036
C 20.893 10.142 18.773
C 11.522 7.453 12.663
C 11.204 13.907 17.483
C 20.313 6.748 12.433
C 12.478 15.352 10.594
C 16.075 7.990 12.591
C 17.900 11.887 9.341
C 18.477 11.338 13.372
C 22.077 13.696 17.016
C 17.461 15.324 12.356
C 21.338 8.988 12.879
C 18.392 8.478 7.957
C 18.530 9.664 8.852
C 11.579 16.300 11.408
C 9.714 10.412 14.035
C 17.903 16.193 14.660
C 17.006 11.203 13.744
C 12.357 12.954 17.681
C 21.968 16.065 16.425
C 13.298 13.244 16.507
C 21.034 14.032 15.956
C 8.466 9.601 14.134
C 19.578 10.793 19.009
C 13.760 15.239 11.518
C 13.503 16.144 12.712
C 11.176 11.771 12.629
C 17.501 12.600 17.242
C 21.581 10.356 12.379
H 22.560 16.910 15.930
H 18.037 16.584 10.703
H 18.102 12.842 16.366
H 18.323 8.699 6.914
H 10.189 13.469 17.512
H 16.594 12.725 12.554
H 9.426 10.761 12.009
H 14.433 11.021 13.674
H 14.125 12.783 13.758
H 11.912 11.712 13.481
H 8.162 9.252 13.167
H 20.979 10.522 11.467
H 21.178 6.174 12.727
H 11.234 14.735 18.178
H 12.921 13.102 18.597
H 23.096 15.203 18.249
H 20.275 8.527 11.241
H 22.620 10.576 12.181
H 20.752 9.073 18.943
H 10.578 7.745 13.126
H 19.570 6.661 13.246
H 18.650 12.380 13.024
H 17.179 10.631 7.716
H 18.828 16.622 14.356
H 17.155 14.311 14.039
H 18.036 15.566 15.523
H 17.403 11.460 17.278
H 21.442 13.463 17.913
H 16.991 17.374 11.850
H 12.880 9.068 13.190
H 21.291 10.236 17.749
H 12.026 14.396 10.345
H 13.665 15.635 13.665
H 15.630 8.225 13.592
H 21.369 11.128 13.136
H 18.930 11.998 9.675
H 17.253 11.818 10.193
H 14.405 11.943 12.167
H 17.530 7.873 8.350
H 11.997 6.701 13.299
H 12.713 15.763 9.589
H 19.385 10.792 20.090
H 12.146 9.289 11.627
H 7.728 10.207 14.624
H 18.707 10.676 12.540
H 14.619 15.607 10.956
H 18.995 10.899 14.204
H 10.824 13.654 15.415
H 18.579 17.236 12.316
H 17.070 8.430 12.441
H 21.234 16.571 17.088
H 12.002 11.924 17.605
H 13.869 14.212 11.788
H 23.820 14.952 16.745
H 17.202 16.944 14.905
H 21.588 10.485 19.530
H 11.230 6.919 11.735
H 8.647 8.663 14.731
H 17.598 12.812 8.827
H 19.324 7.912 8.117
H 14.204 16.975 12.694
H 16.478 12.901 17.182
H 16.183 6.907 12.464
H 19.880 6.291 11.556
H 18.709 10.399 18.524
H 11.773 11.522 11.785
H 11.003 12.889 12.595
H 11.086 15.418 15.727
H 22.648 12.819 16.755
```

Highest occupied orbital energy   -8.80 eV
Molar mass   872.067 g/mol
SMILES   CCOS(C)(=O)=O.CCOS(C)(=O)=O.O=C1CCCO1.O=C1CCCO1.O=C1CCCO1.CNC(C)=O.CNC(C)=O.CNC(C)=O.CNC(C)=O.CNC(C)=O
2S+1   1